{"formula": "C45H37CaN2O2P3Te", "method": "wB97M-V/def2-TZVPD", "multiplicity": 1, "total_energy_ev": -107936.093, "lumo_energy_ev": 0.00, "homo_lumo_gap_ev": 6.82, "symbols": ["Ca", "Te", "C", "C", "C", "N", "C", "C", "C", "P", "C", "C", "C", "C", "C", "C", "C", "C", "C", "C", "C", "C", "P", "C", "C", "C", "C", "C", "C", "C", "C", "C", "C", "C", "C", "H", "H", "H", "H", "H", "H", "H", "H", "H", "H", "H", "H", "H", "H", "H", "H", "H", "H", "H", "H", "H", "H", "H", "H", "O", "C", "O", "C", "P", "C", "C", "C", "C", "C", "C", "C", "C", "C", "C", "C", "C", "H", "H", "H", "H", "H", "H", "H", "H", "H", "H", "H", "H", "N", "C", "H"], "coordinates": [[-0.030, -0.475, 0.313], [3.245, -0.631, 3.477], [4.939, 0.495, 4.031], [4.917, 1.881, 4.046], [6.074, 2.560, 4.401], [7.221, 1.963, 4.733], [7.223, 0.629, 4.722], [6.121, -0.143, 4.382], [2.240, 0.980, 2.454], [2.473, 0.555, 0.685], [2.176, 2.095, -0.287], [2.543, 3.363, 0.158], [2.301, 4.483, -0.622], [1.686, 4.351, -1.864], [1.335, 3.094, -2.329], [1.585, 1.976, -1.543], [4.263, 0.324, 0.419], [4.727, -0.838, -0.192], [6.090, -1.062, -0.337], [6.999, -0.127, 0.138], [6.544, 1.037, 0.746], [5.182, 1.263, 0.879], [0.450, 0.734, 2.811], [0.338, 0.638, 4.639], [0.984, 1.604, 5.407], [1.012, 1.499, 6.788], [0.381, 0.433, 7.421], [-0.293, -0.515, 6.667], [-0.312, -0.410, 5.280], [-0.363, 2.372, 2.567], [-1.748, 2.406, 2.409], [-2.409, 3.612, 2.222], [-1.690, 4.800, 2.201], [-0.314, 4.778, 2.390], [0.345, 3.568, 2.571], [4.015, 2.412, 3.760], [6.082, 3.646, 4.418], [8.159, 0.150, 4.989], [6.199, -1.225, 4.376], [3.019, 3.467, 1.125], [2.588, 5.464, -0.263], [1.480, 5.228, -2.464], [0.863, 2.984, -3.297], [1.323, 0.995, -1.925], [4.016, -1.576, -0.541], [6.441, -1.971, -0.809], [8.063, -0.307, 0.041], [7.250, 1.764, 1.129], [4.833, 2.165, 1.368], [1.475, 2.436, 4.914], [1.536, 2.245, 7.374], [0.410, 0.349, 8.500], [-0.794, -1.343, 7.154], [-0.847, -1.153, 4.701], [-2.316, 1.483, 2.425], [-3.483, 3.623, 2.081], [-2.201, 5.742, 2.034], [0.247, 5.706, 2.400], [1.416, 3.534, 2.724], [-3.746, 0.792, -0.844], [-2.593, 0.379, -0.199], [-1.405, 0.726, -0.534], [-2.813, -1.600, 1.526], [-1.779, -2.698, 0.413], [-0.671, -3.694, 1.481], [-0.092, -4.855, 0.958], [0.866, -5.547, 1.681], [1.279, -5.083, 2.927], [0.727, -3.924, 3.447], [-0.245, -3.235, 2.726], [-2.998, -3.889, -0.221], [-3.506, -4.900, 0.597], [-4.555, -5.689, 0.152], [-5.105, -5.472, -1.109], [-4.597, -4.475, -1.925], [-3.543, -3.683, -1.482], [-3.677, -2.164, 1.873], [-2.251, -1.274, 2.404], [-0.397, -5.217, -0.017], [1.297, -6.452, 1.272], [2.034, -5.623, 3.485], [1.044, -3.546, 4.412], [-0.660, -2.327, 3.140], [-3.080, -5.070, 1.579], [-4.949, -6.468, 0.791], [-5.932, -6.082, -1.450], [-5.020, -4.305, -2.906], [-3.156, -2.893, -2.115], [-4.487, -0.189, -0.035], [-3.235, -0.445, 0.671], [-5.127, 0.383, 0.513]]}

---

{"formula": "C45H38BrN3O4ScTe", "method": "wB97M-V/def2-TZVPD", "multiplicity": 1, "total_energy_ev": -157976.516, "lumo_energy_ev": -2.76, "homo_lumo_gap_ev": 7.61, "charge": 1, "symbols": ["Sc", "O", "C", "C", "C", "C", "C", "C", "C", "O", "N", "N", "C", "C", "Br", "C", "C", "C", "C", "C", "C", "C", "H", "H", "H", "H", "H", "H", "H", "H", "H", "H", "H", "H", "H", "H", "C", "C", "C", "C", "C", "O", "C", "C", "C", "C", "C", "C", "C", "O", "C", "C", "C", "N", "C", "C", "Te", "C", "C", "C", "C", "C", "C", "C", "C", "C", "C", "C", "C", "H", "H", "H", "H", "H", "H", "H", "H", "H", "H", "H", "H", "H", "H", "H", "H", "H", "H", "H", "H", "H", "H", "H", "H"], "coordinates": [[0.870, 0.070, -0.704], [-2.483, -1.531, 1.038], [-2.836, -0.658, 2.019], [-3.875, -1.031, 2.867], [-4.285, -0.200, 3.892], [-3.669, 1.031, 4.086], [-2.651, 1.411, 3.230], [-2.209, 0.580, 2.202], [-1.099, 1.083, 1.302], [-0.867, 0.290, 0.200], [0.156, 1.160, 2.073], [1.307, 1.002, 1.425], [2.427, 1.187, 2.017], [3.710, 0.925, 1.389], [3.640, 0.434, -0.462], [4.874, 1.069, 2.020], [6.245, 0.842, 1.552], [7.229, 1.755, 1.940], [8.539, 1.599, 1.524], [8.893, 0.511, 0.738], [7.931, -0.423, 0.379], [6.615, -0.259, 0.781], [-1.832, -1.053, 0.481], [-4.351, -1.990, 2.696], [-5.096, -0.510, 4.538], [-3.993, 1.692, 4.878], [-2.194, 2.390, 3.346], [-1.355, 2.099, 0.966], [0.152, 1.403, 3.054], [2.465, 1.532, 3.050], [4.785, 1.450, 3.035], [6.957, 2.600, 2.562], [9.288, 2.322, 1.819], [9.919, 0.381, 0.420], [8.208, -1.287, -0.211], [5.882, -1.013, 0.523], [-4.667, 1.065, -3.228], [-3.185, 0.845, -3.067], [-2.314, 1.905, -2.858], [-0.946, 1.701, -2.698], [-0.119, 2.707, -2.012], [0.655, 2.330, -1.114], [-0.278, 4.143, -2.290], [-0.730, 4.586, -3.533], [-0.841, 5.944, -3.784], [-0.514, 6.859, -2.793], [-0.060, 6.423, -1.554], [0.068, 5.069, -1.305], [-0.400, 0.407, -2.808], [0.908, 0.230, -2.697], [-1.297, -0.676, -2.838], [-2.659, -0.438, -3.009], [-0.827, -2.019, -2.447], [0.116, -2.105, -1.577], [0.617, -3.430, -1.201], [0.350, -3.711, 0.273], [1.597, -2.399, 1.405], [0.409, -2.121, 3.122], [0.869, -1.225, 4.080], [0.139, -1.007, 5.239], [-1.047, -1.697, 5.451], [-1.486, -2.615, 4.508], [-0.759, -2.834, 3.346], [-1.564, -3.186, -3.013], [-1.459, -3.491, -4.365], [-2.167, -4.564, -4.887], [-3.001, -5.313, -4.068], [-3.127, -4.992, -2.723], [-2.407, -3.932, -2.192], [-4.893, 2.119, -3.387], [-5.208, 0.737, -2.339], [-5.058, 0.504, -4.077], [-2.717, 2.906, -2.748], [-0.969, 3.868, -4.306], [-1.180, 6.288, -4.752], [-0.609, 7.920, -2.988], [0.195, 7.142, -0.787], [0.428, 4.709, -0.350], [-3.336, -1.285, -3.048], [1.694, -3.451, -1.401], [0.169, -4.215, -1.809], [0.599, -4.739, 0.524], [-0.687, -3.508, 0.534], [1.809, -0.702, 3.931], [0.500, -0.307, 5.981], [-1.620, -1.527, 6.352], [-2.403, -3.164, 4.673], [-1.126, -3.545, 2.619], [-0.821, -2.892, -5.005], [-2.074, -4.810, -5.936], [-3.559, -6.143, -4.480], [-3.789, -5.565, -2.087], [-2.514, -3.663, -1.147]]}

---

{"formula": "C45H39AuN4OP3", "method": "wB97M-V/def2-TZVPD", "multiplicity": 3, "total_energy_ev": -86856.999, "lumo_energy_ev": [-2.07, -4.94], "homo_lumo_gap_ev": [8.56, 5.71], "charge": 1, "symbols": ["Au", "C", "P", "C", "C", "C", "C", "C", "C", "C", "C", "C", "C", "C", "C", "P", "C", "C", "C", "C", "C", "C", "C", "C", "C", "C", "C", "C", "H", "H", "H", "H", "H", "H", "H", "H", "H", "H", "H", "H", "H", "H", "H", "H", "H", "H", "H", "H", "H", "H", "O", "H", "H", "N", "P", "C", "C", "C", "C", "C", "C", "C", "C", "C", "C", "C", "C", "C", "C", "C", "C", "C", "C", "H", "H", "H", "H", "H", "H", "H", "H", "H", "H", "H", "H", "H", "H", "H", "N", "C", "N", "C", "N"], "coordinates": [[-0.227, -0.070, -0.067], [3.347, -0.239, -0.399], [1.857, 0.756, -0.715], [1.703, 0.834, -2.521], [1.218, 1.977, -3.158], [1.028, 1.979, -4.532], [1.306, 0.841, -5.278], [1.775, -0.304, -4.649], [1.972, -0.309, -3.276], [2.258, 2.401, -0.106], [1.742, 2.829, 1.116], [2.114, 4.062, 1.629], [3.002, 4.865, 0.927], [3.526, 4.437, -0.285], [3.156, 3.205, -0.804], [3.871, -0.290, 1.402], [3.290, -1.969, 1.862], [3.466, -3.108, 1.074], [2.993, -4.342, 1.494], [2.348, -4.458, 2.721], [2.195, -3.343, 3.531], [2.668, -2.105, 3.101], [5.665, -0.557, 1.126], [6.387, 0.396, 0.407], [7.760, 0.279, 0.253], [8.436, -0.789, 0.828], [7.731, -1.728, 1.566], [6.354, -1.614, 1.715], [4.133, 0.226, -0.994], [3.196, -1.251, -0.767], [0.987, 2.861, -2.580], [0.665, 2.875, -5.021], [1.160, 0.847, -6.351], [1.994, -1.192, -5.227], [2.336, -1.210, -2.799], [1.059, 2.195, 1.671], [1.709, 4.396, 2.575], [3.287, 5.830, 1.325], [4.220, 5.064, -0.830], [3.565, 2.876, -1.753], [3.999, -3.038, 0.132], [3.138, -5.217, 0.873], [1.987, -5.423, 3.053], [1.727, -3.438, 4.503], [2.571, -1.234, 3.739], [5.882, 1.259, -0.017], [8.305, 1.028, -0.308], [9.507, -0.884, 0.706], [8.253, -2.556, 2.028], [5.820, -2.356, 2.295], [-0.056, -0.357, 2.628], [-0.936, -0.260, 3.010], [0.205, -1.270, 2.799], [-1.959, -1.131, 0.006], [-3.562, -0.760, -0.111], [-3.994, 0.228, 1.309], [-3.806, -0.370, 2.564], [-4.080, 0.345, 3.716], [-4.550, 1.651, 3.619], [-4.736, 2.244, 2.379], [-4.445, 1.540, 1.216], [-4.535, -2.262, -0.017], [-5.710, -2.346, 0.724], [-6.454, -3.519, 0.705], [-6.025, -4.600, -0.050], [-4.851, -4.519, -0.791], [-4.106, -3.353, -0.777], [-3.982, 0.037, -1.659], [-3.020, 0.502, -2.550], [-3.421, 1.127, -3.723], [-4.770, 1.296, -3.995], [-5.731, 0.826, -3.106], [-5.343, 0.187, -1.941], [-3.473, -1.401, 2.631], [-3.946, -0.116, 4.686], [-4.774, 2.210, 4.518], [-5.086, 3.264, 2.309], [-4.579, 2.014, 0.251], [-6.049, -1.504, 1.314], [-7.366, -3.587, 1.282], [-6.606, -5.513, -0.060], [-4.519, -5.366, -1.377], [-3.185, -3.291, -1.347], [-1.967, 0.385, -2.342], [-2.674, 1.486, -4.418], [-5.078, 1.793, -4.905], [-6.783, 0.950, -3.326], [-6.094, -0.196, -1.260], [-3.780, 5.148, 0.639], [-2.802, 4.539, 0.543], [-1.662, 3.876, 0.504], [-1.316, 2.846, -0.103], [-0.840, 1.936, -0.706]]}

---

Question: Which value of multiplicity does entry 2 give?
Answer: 1